No. 1
Computed, not measured: a single C5H10FN molecule at a distorted geometry, with the ωB97M-V functional and the def2-TZVPD basis.

## Properties
Strongest force on any atom ... 2.4 eV Å⁻¹
Gap between HOMO and LUMO ... 10.599 eV
SMILES string ... N[C@H]1CC[C@@H]1CF
E_LUMO ... 1.011 eV

Atoms and positions in Å:
N: 0.5931 1.3121 -1.5543
C: -0.2046 0.7599 -0.4873
C: -1.2117 -0.3374 -0.9781
C: -0.6513 -1.3544 -0.0050
C: 0.5472 -0.3400 0.2854
C: 0.7886 -0.0160 1.7623
F: 1.2639 -1.1725 2.3725
H: 1.2787 1.8937 -1.0456
H: -0.0124 1.9494 -2.0586
H: -0.6586 1.5429 0.1742
H: -2.2143 -0.1231 -1.1474
H: -0.8676 -0.6347 -1.9276
H: -1.2916 -1.5052 0.8534
H: -0.2796 -2.2766 -0.4312
H: 1.4524 -0.7751 -0.0970
H: -0.0854 0.3001 2.2878
H: 1.5533 0.7769 1.9965

Force components x, y, z for each atom (eV/Å):
0.4 1.0 0.6
-0.6 -1.0 -0.2
2.0 0.7 0.0
0.7 0.9 1.0
-1.4 -0.4 1.9
1.3 0.2 -0.4
0.0 -0.2 0.3
-0.1 -0.1 -0.9
0.2 0.2 -0.3
0.3 -0.7 -0.3
-2.0 0.3 0.5
0.6 -0.2 -1.5
0.0 -0.3 0.3
-0.4 -0.3 0.0
0.5 0.5 -0.7
-1.0 0.0 0.2
-0.5 -0.6 -0.8

Löwdin atomic charge list, values in e, 5 entries: 0.0288, -0.3671, -0.1335, -0.1085, -0.2298

No. 2
Computed, not measured: a single CH3Cl2OP molecule at a distorted geometry, with the ωB97M-V functional and the def2-TZVPD basis.

## Properties
Strongest force on any atom ... 1.7 eV Å⁻¹
Gap between HOMO and LUMO ... 8.538 eV
SMILES string ... OC=[PH](Cl)Cl
E_LUMO ... 0.227 eV

Atoms and positions in Å:
O: -1.5412 -0.3362 -1.0850
C: -1.0571 0.2260 0.0426
P: 0.6915 0.2557 0.3640
Cl: 1.1616 -1.6486 0.1155
Cl: 2.5880 1.0416 -0.2765
H: -1.2781 -1.2706 -1.1189
H: -1.4947 1.2081 0.2090
H: 0.9300 0.5240 1.7494

Force components x, y, z for each atom (eV/Å):
-0.2 -0.5 -0.2
1.5 0.6 0.5
-0.7 0.7 0.6
0.3 -1.1 -0.2
0.0 0.1 0.0
0.0 0.3 0.0
-0.2 0.0 0.1
-0.6 -0.1 -0.8

Löwdin atomic charge list, values in e, 5 entries: -0.0997, -0.4683, 0.1377, 0.2798, 0.0363

Values of HOMO energy, in order: -0.3523, -0.3054, all in Eh.